1.
The following is a DFT calculation (the ωB97M-V functional and the def2-TZVPD basis) of C32H53N6O5Zr as an isolated structure.

```
97
Properties=species:S:1:pos:R:3:forces:R:3
Zr -0.5553 -1.0178 -0.3424 0.176 0.647 0.917
C -3.3393 -3.3660 -1.7226 -0.036 0.060 -0.017
C -2.2726 -3.9787 -2.6398 0.170 0.088 0.018
N -1.0104 -3.1868 -2.4492 0.127 0.058 -0.346
C -1.7480 -1.5814 -4.3544 -0.178 -0.066 -0.038
C -1.6694 -0.1821 -4.9999 0.026 0.046 -0.078
N -1.7191 0.9717 -4.0937 -0.017 -0.088 0.089
C -3.0628 1.3935 -3.6603 0.024 0.106 -0.111
C -3.5625 0.8416 -2.3217 -0.049 -0.040 0.097
C -2.8673 1.4343 -1.0839 0.090 -0.030 0.112
N -2.4757 0.4470 -0.0014 -0.079 -0.215 -0.046
C -3.6814 -0.2983 0.4642 0.033 0.112 -0.123
C -3.2667 -1.4636 1.3192 0.145 -0.167 -0.003
N -2.3514 -2.3605 0.5481 0.002 -0.020 -0.173
C -3.0640 -3.4819 -0.2077 0.113 0.030 0.142
H -4.2618 -3.9127 -1.9224 -0.002 -0.030 0.036
H -3.5455 -2.3324 -2.0039 0.012 -0.015 -0.009
H -2.5519 -3.9812 -3.6887 -0.044 -0.020 0.002
H -2.0118 -4.9927 -2.3412 -0.059 -0.030 -0.010
H -1.0813 -2.9573 -1.4602 -0.198 -0.077 0.217
H -2.7802 -1.7863 -4.0608 0.016 0.035 -0.020
H -1.4779 -2.3247 -5.1099 0.005 0.039 -0.016
H -2.4761 -0.1518 -5.7415 0.000 0.019 -0.007
H -0.7408 -0.1064 -5.5681 0.014 -0.024 0.021
H -1.3145 1.7451 -4.6056 -0.010 -0.003 -0.005
H -3.8118 1.1461 -4.4218 0.017 -0.021 -0.013
H -3.0497 2.4844 -3.6017 -0.046 -0.008 0.028
H -3.4911 -0.2423 -2.3239 0.048 -0.001 -0.034
H -4.6279 1.0725 -2.2675 -0.001 0.009 -0.005
H -3.5297 2.1593 -0.6067 -0.005 0.051 -0.049
H -1.9665 1.9725 -1.3657 0.039 -0.048 -0.060
H -2.1804 1.0246 0.7871 -0.029 0.040 -0.010
H -4.2145 -0.6519 -0.4169 -0.015 -0.010 0.022
H -4.3584 0.3634 1.0076 -0.010 0.002 0.018
H -4.1331 -2.0179 1.6820 -0.036 0.013 -0.007
H -2.7137 -1.1221 2.1983 -0.008 0.054 0.003
H -1.8088 -2.8691 1.2418 -0.036 -0.040 0.019
H -4.0145 -3.6304 0.3028 -0.032 -0.020 -0.022
H -2.4728 -4.3796 -0.0176 -0.030 -0.041 -0.041
O 1.6495 -4.6482 -0.7951 -0.010 -0.018 0.083
C 1.0248 -3.5317 -1.1564 -0.444 -0.037 0.024
O 0.1671 -2.9571 -0.2508 0.206 -0.514 -0.425
C 1.9970 -2.5032 -1.6569 0.094 0.319 -0.141
O 1.1903 -1.3548 -1.9922 -0.175 -0.145 -0.178
C 0.5815 -1.4397 -3.3098 0.318 0.064 0.048
C -0.8864 -1.7443 -3.1303 -0.299 0.002 0.432
O 0.1577 -3.9380 -2.4238 0.029 0.077 0.089
O -1.3419 -0.9293 -2.0932 -0.099 -0.495 -0.829
H 1.0411 -5.3025 -0.4224 0.027 -0.027 0.004
H 2.6716 -2.2014 -0.8580 0.018 -0.040 0.028
H 2.5686 -2.8395 -2.5181 0.017 -0.037 0.011
H 0.6582 -0.4517 -3.7568 -0.008 0.020 -0.012
H 1.1098 -2.1692 -3.9189 -0.024 -0.003 -0.035
C 2.4108 5.2437 1.7015 0.024 0.042 0.050
C 1.5829 5.0708 0.4264 0.013 -0.121 0.004
C 2.3447 5.6782 -0.7599 0.024 0.024 -0.019
C 0.2312 5.7926 0.5904 -0.020 0.030 -0.009
C 1.2643 3.6091 0.1627 -0.008 0.097 0.025
C 0.8445 3.1755 -1.1007 -0.009 0.049 -0.041
C 0.4610 1.8728 -1.3013 0.018 -0.148 -0.004
N 0.5200 0.9441 -0.3234 0.047 0.217 0.350
C 1.0120 1.3259 0.8781 -0.105 -0.202 0.330
C 1.3307 2.6333 1.1653 0.219 0.114 -0.244
C 1.1826 0.2442 1.8935 0.012 0.276 -0.228
C 2.2016 0.3088 2.8187 -0.119 -0.049 0.229
C 2.3492 -0.6985 3.7774 0.085 -0.037 0.061
C 1.4380 -1.7596 3.7047 0.029 0.002 0.014
C 0.4845 -1.7853 2.7197 -0.088 0.025 -0.039
N 0.3299 -0.8028 1.8088 0.169 0.140 -0.045
C 3.4689 -0.6881 4.8034 -0.091 0.026 -0.063
C 2.9712 -1.2269 6.1511 -0.009 -0.013 0.049
C 4.5711 -1.6157 4.2559 0.037 -0.021 0.005
C 4.0336 0.7202 5.0009 0.058 0.041 0.017
H 2.6881 6.2921 1.8042 -0.012 -0.009 0.010
H 3.3368 4.6645 1.6738 -0.012 0.006 -0.034
H 1.8533 4.9774 2.6020 -0.009 -0.001 -0.021
H 2.6284 6.6997 -0.5091 -0.006 -0.006 -0.003
H 1.7373 5.7352 -1.6636 0.006 -0.011 0.009
H 3.2591 5.1266 -0.9857 -0.013 -0.008 0.026
H 0.4118 6.8497 0.7874 0.009 -0.011 -0.003
H -0.3412 5.3897 1.4285 0.008 -0.008 -0.010
H -0.3714 5.7211 -0.3172 -0.004 -0.006 0.015
H 0.7934 3.8606 -1.9348 -0.001 0.016 0.026
H 0.0743 1.5378 -2.2591 -0.011 -0.011 0.014
H 1.6606 2.8900 2.1609 -0.001 0.010 -0.020
H 2.8796 1.1488 2.7990 -0.004 -0.014 0.013
H 1.4791 -2.5804 4.4059 0.021 0.013 0.005
H -0.1896 -2.6299 2.6486 -0.003 -0.007 -0.012
H 2.7085 -2.2843 6.1101 -0.005 0.011 -0.012
H 2.1128 -0.6662 6.5256 0.010 0.014 -0.024
H 3.7715 -1.1329 6.8842 -0.002 -0.005 -0.007
H 4.2068 -2.6367 4.1281 0.003 0.010 -0.007
H 5.3998 -1.6439 4.9640 -0.016 0.009 0.003
H 4.9597 -1.2581 3.3003 -0.015 0.000 0.003
H 3.2600 1.4361 5.2887 -0.008 -0.026 0.004
H 4.5508 1.0932 4.1144 -0.012 -0.019 -0.001
H 4.7695 0.6979 5.8036 0.000 -0.001 -0.013
```
Forces are in eV/Å.

Its frontier orbital gap is 8.001 eV. As for the charge: +3. The value obtained for the total energy is -2002.1935 Eh. As for the energy above the lowest of the compared OMol25 structures with the same formula, charge and spin: 3.7 kcal/mol.

2.
The following is a DFT calculation (the ωB97M-V functional and the def2-TZVPD basis) of a 2-piece molecular cluster, C3H12N3 overall.

```
18
Properties=species:S:1:pos:R:3:forces:R:3
C -1.9420 2.0944 0.5963 -0.199 0.021 -0.071
C -0.7594 1.6192 -0.2115 0.016 -0.450 -0.070
N -0.3366 0.2516 0.2606 -0.121 -0.039 0.603
H -2.2546 3.0706 0.2356 -0.010 0.070 0.018
H -2.8024 1.4240 0.5048 0.133 0.028 -0.062
H -1.6957 2.1878 1.6500 0.061 0.059 0.150
H -1.0052 1.5078 -1.2657 0.086 0.126 -0.021
H 0.1197 2.2510 -0.1013 -0.091 0.099 -0.059
H -0.1894 0.2689 1.2762 0.036 -0.057 -0.168
H 0.5509 -0.1006 -0.1663 -0.072 0.076 -0.183
H -1.0617 -0.4534 0.1125 0.050 0.073 -0.104
N 2.0593 -1.0460 -0.6338 0.167 -0.012 -0.004
C 1.4335 -2.2931 -0.5663 -0.376 -0.092 -0.031
N 0.9262 -2.6554 0.5321 -0.115 0.080 -0.014
H 2.4969 -0.8383 0.2570 0.216 0.064 -0.049
H 2.6923 -0.9091 -1.4109 -0.038 -0.019 0.032
H 1.3188 -2.8340 -1.5059 0.235 0.055 -0.059
H 0.4494 -3.5456 0.4365 0.020 -0.083 0.092
```
Forces are in eV/Å.

Its frontier orbital gap is 11.083 eV. As for the charge: +1. The value obtained for the total energy is -285.5380 Eh. As for the energy above the lowest of the compared OMol25 structures with the same formula, charge and spin: 17.2 kcal/mol.

3.
The following is a DFT calculation (the ωB97M-V functional and the def2-TZVPD basis) of an isolated ion of composition C3H7IN and charge +1.

```
12
Properties=species:S:1:pos:R:3:forces:R:3
C -0.2676 -1.9077 -0.8197 0.512 -2.793 0.273
C 1.2176 -1.5448 -0.9426 0.806 -0.871 0.212
C 0.3839 -1.1240 0.1724 -0.130 1.354 0.586
N -0.7725 2.8021 1.1469 -0.697 1.020 2.858
I -0.0962 0.3127 1.4644 0.455 -0.957 -0.656
H -0.9367 -1.4170 -1.4362 -1.430 1.116 -1.099
H -0.5728 -2.9857 -0.6656 0.546 1.297 0.047
H 1.8054 -2.4107 -0.5220 -0.042 0.937 -0.909
H 1.6689 -0.9222 -1.7757 -0.593 -0.701 1.443
H -0.7153 2.7604 0.1348 0.248 0.831 0.320
H -0.0061 3.2793 1.7271 -1.405 -0.623 -1.995
H -1.7087 3.1575 1.5161 1.730 -0.611 -1.079
```
Forces are in eV/Å.

Its frontier orbital gap is 7.893 eV. As for the charge: +1. The value obtained for the total energy is -470.5610 Eh. As for the energy above the lowest of the compared OMol25 structures with the same formula, charge and spin: 89.3 kcal/mol.

> What is the energy above the lowest of the compared OMol25 structures with the same formula, charge and spin in the first record?

3.7 kcal/mol

> Which of these has the lowest frontier orbital gap?

C3H7IN